No. 1
C2H6N2O2 | ωB97M-V/def2-TZVPD

Last column: Löwdin charge in e.
Positions of all 12 atoms, in Å:
O 2.04 2.03 0.18  0.009
O -0.32 -2.18 -0.68  -0.003
N 0.64 2.05 1.91  0.094
N -2.41 -1.94 -1.49  0.108
C 1.72 1.53 1.24  -0.406
C -1.15 -1.50 -1.24  -0.422
H 0.27 1.63 2.75  0.084
H -2.77 -2.73 -0.97  0.103
H -0.82 -0.65 -1.87  0.127
H -3.01 -1.33 -2.02  0.087
H 0.11 2.80 1.51  0.094
H 2.20 0.78 1.88  0.125

Calculated values
**Total charge**: 0
**Electronic energy**: -339.8067 Ha
**Highest occupied orbital energy**: -10.044 eV
**Energy above the lowest of the compared OMol25 structures with the same formula, charge and spin**: 68.1 kJ/mol
**SMILES**: NC=O.NC=O
**Kohn-Sham gap**: 10.88 eV
**LUMO energy**: 0.8 eV

***

No. 2
C5H11NO2S | ωB97M-V/def2-TZVPD

Last column: Löwdin charge in e.
Positions of all 20 atoms, in Å:
S -2.49 -0.85 -0.20  0.612
O 0.53 -2.27 0.15  0.091
O 2.50 -1.35 -0.51  0.087
N 1.45 1.23 0.21  -0.019
C -0.59 0.23 0.98  -0.289
C 1.28 -1.34 0.09  -0.439
C -0.88 1.30 -0.08  -0.225
C 0.94 0.03 0.87  -0.219
C 0.45 1.45 -0.82  -0.206
H 1.36 -0.04 1.87  0.146
H -0.98 -0.73 1.05  -0.044
H -1.16 2.14 0.44  0.088
H 2.38 1.02 -0.22  0.122
H 0.47 0.70 -1.56  0.101
H 0.52 2.44 -1.28  0.122
H 2.55 -2.18 -1.04  0.144
H -2.95 -2.07 0.39  -0.100
H -2.89 -1.36 -1.53  -0.092
H -1.61 1.07 -0.78  0.007
H -0.87 0.58 1.96  0.114

Calculated values
**Total charge**: 0
**Electronic energy**: -800.4583 Ha
**Highest occupied orbital energy**: -8.882 eV
**Energy above the lowest of the compared OMol25 structures with the same formula, charge and spin**: 260.8 kJ/mol
**SMILES**: O=C(O)[C@@H]1CCCN1.S
**Kohn-Sham gap**: 9.49 eV
**LUMO energy**: 0.6 eV

***

No. 3
C3H5NO2 | ωB97M-V/def2-TZVPD

Last column: Löwdin charge in e.
Positions of all 11 atoms, in Å:
O 0.40 0.72 -0.79  0.019
O -1.40 0.17 0.47  -0.075
N 1.89 -0.99 -0.23  0.167
C -0.51 -0.93 0.47  -0.102
C 0.77 -0.42 -0.13  -0.433
C -0.70 1.25 -0.07  -0.192
H -1.34 1.81 -0.75  0.139
H 2.52 -0.41 -0.78  0.068
H -0.58 -1.46 1.43  0.139
H -0.75 -1.64 -0.34  0.135
H -0.30 1.90 0.72  0.137

Calculated values
**Total charge**: 0
**Electronic energy**: -322.5127 Ha
**Highest occupied orbital energy**: -10.306 eV
**Energy above the lowest of the compared OMol25 structures with the same formula, charge and spin**: 161.9 kJ/mol
**SMILES**: [H]/N=C1/COCO1
**Kohn-Sham gap**: 11.15 eV
**LUMO energy**: 0.8 eV

***

No. 4
C17H34N17O7P2SeW | ωB97M-V/def2-TZVPD

Last column: Löwdin charge in e.
Positions of all 79 atoms, in Å:
W 0.25 0.26 -0.60  1.953
Se -0.91 -0.51 -4.24  1.169
P 1.26 -2.99 -1.48  0.503
P -1.48 -2.85 -0.50  0.401
O -0.74 -1.50 -0.33  -0.473
O 1.34 -1.62 -2.06  -0.332
O 2.27 -4.00 -2.17  -0.070
O 1.63 -2.95 0.05  -0.110
O -1.26 -3.52 0.94  -0.116
O -2.87 -2.81 -0.94  -0.234
O -0.14 -5.12 -0.93  -0.049
N -1.84 1.12 -0.93  -0.034
N 2.82 -0.58 0.89  -0.075
N -0.05 2.48 0.72  -0.016
N 3.98 -1.02 0.61  -0.006
N 4.32 -0.72 -0.66  0.087
N -2.53 0.22 -4.34  -0.211
N 0.30 -0.82 3.80  -0.152
N 2.91 3.22 0.19  -0.004
N -1.70 -0.80 2.70  -0.127
N 3.25 0.51 -2.37  0.184
N 0.96 2.66 -3.75  -0.002
N 0.37 2.41 -2.65  -0.046
N 2.13 1.98 -3.85  0.090
N 1.16 1.54 -1.93  -0.144
N -0.77 -0.10 -2.47  -0.402
N 0.25 -0.02 1.60  0.000
N 2.31 0.05 -0.21  -0.131
C -3.93 2.13 -1.53  -0.045
C -0.85 -3.99 -3.00  -0.059
C -0.26 -0.41 5.09  -0.038
C 1.74 -1.00 3.81  -0.044
C -0.19 3.80 0.02  -0.229
C -1.86 0.58 -2.15  -0.496
C -0.34 -3.86 -1.58  -0.569
C -2.85 0.76 -3.16  -0.361
C -3.95 1.54 -2.80  0.029
C -2.23 -1.90 3.49  -0.037
C 3.30 -0.06 -1.14  -0.473
C 2.22 1.31 -2.74  -0.455
C -2.89 1.92 -0.64  -0.137
C 0.99 4.78 0.17  -0.179
C -2.64 -0.25 1.74  -0.036
C 2.33 4.41 -0.45  -0.277
C -0.38 -0.54 2.65  -0.381
H -0.35 -1.26 5.76  0.098
H -1.84 -4.44 -3.01  0.102
H 3.13 -3.63 -2.41  0.114
H 0.41 0.32 5.55  0.097
H 1.15 4.99 1.23  0.114
H -2.93 -0.97 0.98  0.080
H -1.70 -4.38 0.99  0.106
H -0.16 -4.59 -3.60  0.099
H 4.02 0.36 -3.00  0.171
H 0.66 5.71 -0.30  0.120
H 2.00 -1.64 4.65  0.100
H -2.18 0.60 1.25  0.023
H -2.88 -1.53 4.29  0.098
H 2.18 4.21 -1.51  0.097
H 1.44 -3.77 0.54  0.112
H 3.14 3.44 1.15  0.074
H -0.92 -3.01 -3.46  0.000
H -2.82 -2.54 2.84  0.090
H -1.06 4.32 0.43  0.115
H -0.37 3.59 -1.03  0.068
H -1.23 0.05 4.96  0.090
H 3.00 5.27 -0.36  0.112
H -4.74 2.78 -1.23  0.113
H -2.90 2.41 0.32  0.107
H 1.22 0.14 1.84  0.022
H -4.75 1.73 -3.51  0.124
H -0.88 2.31 1.27  0.059
H -1.43 -2.49 3.92  0.095
H 2.08 -1.48 2.89  0.063
H 0.72 2.56 1.37  0.073
H -3.53 0.08 2.27  0.111
H 0.05 -5.79 -1.59  0.116
H 2.28 -0.05 3.93  0.099
H 3.80 3.01 -0.26  0.074

Calculated values
**Total charge**: +1
**Spin multiplicity**: 3
**Electronic energy**: -5276.9285 Ha
**Highest occupied orbital energy (alpha / beta)**: -9.265 / -11.568 eV
**Energy above the lowest of the compared OMol25 structures with the same formula, charge and spin**: 298.8 kJ/mol
**Kohn-Sham gap (alpha / beta)**: 4.68 / 7.19 eV
**LUMO energy (alpha / beta)**: -4.6 / -4.4 eV

***

The lowest electronic energy belongs to which entry?
C17H34N17O7P2SeW

***

What did the first record say?
C2H6N2O2 | ωB97M-V/def2-TZVPD

Last column: Löwdin charge in e.
Positions of all 12 atoms, in Å:
O 2.04 2.03 0.18  0.009
O -0.32 -2.18 -0.68  -0.003
N 0.64 2.05 1.91  0.094
N -2.41 -1.94 -1.49  0.108
C 1.72 1.53 1.24  -0.406
C -1.15 -1.50 -1.24  -0.422
H 0.27 1.63 2.75  0.084
H -2.77 -2.73 -0.97  0.103
H -0.82 -0.65 -1.87  0.127
H -3.01 -1.33 -2.02  0.087
H 0.11 2.80 1.51  0.094
H 2.20 0.78 1.88  0.125

Calculated values
**Total charge**: 0
**Electronic energy**: -339.8067 Ha
**Highest occupied orbital energy**: -10.044 eV
**Energy above the lowest of the compared OMol25 structures with the same formula, charge and spin**: 68.1 kJ/mol
**SMILES**: NC=O.NC=O
**Kohn-Sham gap**: 10.88 eV
**LUMO energy**: 0.8 eV

***

electronic energy of number 3 (C3H5NO2)?
-322.5127 Ha